Below is a cluster of 9 separate species, C42H104B3NO12 in total, with properties calculated with the ωB97M-V functional and the def2-TZVPD basis.

```
162
Properties=species:S:1:pos:R:3
C 1.538 11.241 -4.005
C 0.669 9.945 -3.437
C -0.871 10.356 -2.983
C -1.967 9.180 -3.426
C -2.796 8.628 -2.116
C -2.446 7.034 -1.752
C -3.263 6.606 -0.391
C -2.315 5.933 0.779
C -3.072 4.789 1.683
C -2.134 4.260 2.962
C -2.910 3.142 3.898
C -2.140 1.675 3.948
C -1.383 1.374 5.372
C -2.133 0.211 6.286
C -1.913 -1.302 5.668
B -0.457 -1.960 6.055
O -0.430 -2.922 7.213
B -0.061 -4.210 6.548
O 1.251 -4.297 5.881
B 1.612 -2.990 5.230
C 2.996 -2.979 4.352
C 2.858 -3.320 2.768
O 3.367 -2.122 2.022
C 1.370 -3.709 2.224
N 0.915 -5.134 2.606
O 0.826 -1.745 5.358
H 2.329 11.559 -3.182
H 2.045 10.962 -5.024
H 0.778 12.134 -4.204
H 0.598 9.156 -4.307
H 1.261 9.496 -2.508
H -1.195 11.410 -3.411
H -0.840 10.455 -1.806
H -1.432 8.279 -3.976
H -2.672 9.707 -4.232
H -3.957 8.737 -2.353
H -2.587 9.240 -1.124
H -2.764 6.401 -2.708
H -1.267 6.894 -1.643
H -4.163 5.925 -0.719
H -3.694 7.616 0.070
H -1.377 5.468 0.239
H -1.903 6.809 1.463
H -3.346 3.873 0.981
H -4.084 5.227 2.085
H -1.116 3.843 2.528
H -1.962 5.205 3.659
H -3.096 3.593 4.971
H -3.974 2.940 3.424
H -2.928 0.850 3.645
H -1.324 1.706 3.103
H -0.259 1.095 5.189
H -1.430 2.370 6.002
H -1.739 0.274 7.409
H -3.298 0.463 6.350
H -2.736 -1.989 6.193
H -2.121 -1.389 4.516
H -0.738 -5.179 6.542
H 3.596 -1.970 4.470
H 3.701 -3.817 4.827
H 3.644 -4.182 2.512
H 2.635 -1.893 1.376
H 0.531 -2.900 2.434
H 1.453 -3.747 1.032
H 0.374 -5.571 1.827
H 0.210 -4.950 3.377
C -4.300 -6.721 9.247
C -3.632 -6.899 7.893
C -2.435 -7.832 7.984
O -3.205 -5.629 7.407
H -3.607 -6.280 9.972
H -5.153 -6.038 9.169
H -4.654 -7.679 9.642
H -4.356 -7.298 7.175
H -1.675 -7.429 8.664
H -1.956 -7.940 7.005
H -2.733 -8.823 8.340
H -2.562 -5.267 8.039
C -3.652 2.228 -1.903
C -5.021 2.641 -1.386
C -6.129 1.841 -2.054
O -5.222 4.029 -1.638
H -3.569 2.408 -2.980
H -2.865 2.820 -1.422
H -3.460 1.168 -1.710
H -5.064 2.495 -0.301
H -6.134 2.008 -3.137
H -7.109 2.158 -1.682
H -6.011 0.770 -1.866
H -5.185 4.168 -2.599
C 6.160 -2.924 -1.936
C 4.671 -2.994 -2.234
C 4.107 -1.621 -2.563
O 3.987 -3.527 -1.103
H 6.357 -2.284 -1.069
H 6.550 -3.918 -1.689
H 6.716 -2.533 -2.793
H 4.495 -3.674 -3.074
H 4.231 -0.934 -1.718
H 3.032 -1.684 -2.763
H 4.601 -1.190 -3.439
H 4.137 -2.929 -0.352
C 5.196 14.803 -4.294
C 3.707 14.734 -4.592
C 3.143 16.107 -4.920
O 3.023 14.200 -3.460
H 5.393 15.444 -3.427
H 5.586 13.810 -4.047
H 5.753 15.195 -5.151
H 3.531 14.053 -5.432
H 3.267 16.794 -4.075
H 2.068 16.043 -5.120
H 3.638 16.537 -5.796
H 3.174 14.799 -2.710
C -2.585 -3.045 -0.582
C -1.277 -3.814 -0.679
C -1.069 -4.380 -2.074
O -1.284 -4.880 0.267
H -3.439 -3.698 -0.791
H -2.727 -2.654 0.431
H -2.604 -2.208 -1.287
H -0.441 -3.153 -0.421
H -1.870 -5.081 -2.337
H -0.129 -4.942 -2.126
H -1.042 -3.583 -2.824
H -2.023 -5.472 0.046
C -0.087 -8.365 -2.963
C -0.467 -8.239 -4.430
C 0.545 -8.936 -5.325
O -0.541 -6.861 -4.782
H 0.884 -7.897 -2.768
H -0.818 -7.849 -2.331
H -0.038 -9.414 -2.656
H -1.461 -8.672 -4.591
H 1.539 -8.488 -5.215
H 0.265 -8.827 -6.379
H 0.613 -10.002 -5.090
H 0.337 -6.468 -4.642
C 9.431 -4.028 0.257
C 10.099 -4.205 -1.098
C 11.296 -5.138 -1.007
O 10.526 -2.936 -1.584
H 10.124 -3.586 0.981
H 8.579 -3.345 0.178
H 9.077 -4.986 0.651
H 9.375 -4.605 -1.816
H 12.056 -4.736 -0.327
H 11.775 -5.247 -1.986
H 10.999 -6.129 -0.650
H 11.169 -2.573 -0.952
C -4.969 -8.854 -3.486
C -4.986 -7.471 -2.854
C -5.571 -6.436 -3.801
O -3.656 -7.095 -2.506
H -4.350 -8.864 -4.390
H -4.534 -9.587 -2.798
H -5.980 -9.180 -3.751
H -5.573 -7.497 -1.929
H -4.973 -6.360 -4.717
H -5.566 -5.444 -3.338
H -6.600 -6.689 -4.076
H -3.128 -7.070 -3.321
```

Its spin multiplicity is 1. The calculation puts the LUMO energy at 0.4 eV. The value obtained for the molecular weight is 847.7 u. The SMILES is CCCCCCCCCCCCCCCB1OBOB(C[C@H](O)CN)O1.CC(C)O.CC(C)O.CC(C)O.CC(C)O.CC(C)O.CC(C)O.CC(C)O.CC(C)O.

=====

Below is a cluster of 10 separate species, C42H104O18 in total, with properties calculated with the ωB97M-V functional and the def2-TZVPD basis.

```
164
Properties=species:S:1:pos:R:3
C 16.447 22.417 18.652
O 16.722 21.030 18.532
C 16.919 20.739 17.207
C 15.724 20.259 16.556
O 14.732 21.307 16.317
C 14.982 22.021 15.168
H 17.358 22.973 18.494
H 16.130 22.589 19.672
H 15.623 22.703 17.983
H 17.683 19.919 17.150
H 17.373 21.514 16.602
H 15.252 19.533 17.187
H 15.944 19.798 15.578
H 15.712 22.816 15.390
H 14.042 22.378 14.787
H 15.394 21.346 14.392
C 12.670 11.066 15.885
O 13.202 9.971 15.165
C 14.209 9.323 15.784
C 15.135 8.788 14.769
O 15.779 9.818 14.116
C 16.091 9.418 12.789
H 12.107 11.692 15.187
H 13.501 11.661 16.302
H 11.919 10.708 16.626
H 13.754 8.522 16.442
H 14.791 9.973 16.493
H 14.604 8.224 14.010
H 15.849 8.103 15.242
H 15.222 9.246 12.198
H 16.723 8.522 12.812
H 16.747 10.223 12.316
C 13.240 10.924 9.768
O 13.060 12.049 10.628
C 13.545 11.683 11.896
C 13.231 12.785 12.940
O 11.836 12.925 13.198
C 11.251 13.907 12.393
H 12.821 11.132 8.796
H 12.782 10.008 10.141
H 14.319 10.795 9.653
H 14.607 11.451 11.750
H 13.037 10.762 12.203
H 13.665 13.776 12.564
H 13.730 12.593 13.938
H 10.203 13.945 12.681
H 11.196 13.652 11.344
H 11.813 14.885 12.545
C 11.205 21.838 13.152
O 11.855 20.685 13.670
C 12.903 20.127 12.907
C 12.326 19.550 11.711
O 11.497 18.439 12.046
C 11.011 17.815 10.861
H 11.892 22.690 12.852
H 10.637 22.265 13.965
H 10.549 21.665 12.277
H 13.477 19.429 13.478
H 13.522 20.973 12.609
H 13.164 19.181 11.063
H 11.762 20.322 11.152
H 10.538 16.887 11.202
H 11.840 17.659 10.147
H 10.283 18.459 10.438
C 19.548 14.847 16.785
O 18.585 14.539 17.770
C 18.670 13.187 18.086
C 17.886 12.315 17.086
O 16.472 12.264 17.296
C 15.751 13.422 16.794
H 20.533 14.675 17.201
H 19.420 15.957 16.544
H 19.342 14.300 15.875
H 18.207 13.073 19.071
H 19.734 12.845 18.014
H 18.201 11.271 17.218
H 18.106 12.700 16.103
H 15.655 13.490 15.716
H 16.125 14.397 17.081
H 14.761 13.344 17.213
C 16.009 16.749 18.613
O 14.844 16.001 18.886
C 14.768 15.432 20.201
C 13.433 14.762 20.524
O 13.502 13.389 20.172
C 12.236 12.699 20.129
H 15.837 17.069 17.598
H 16.919 16.140 18.669
H 16.171 17.594 19.347
H 14.968 16.198 20.964
H 15.653 14.773 20.385
H 12.502 15.274 20.084
H 13.243 14.887 21.614
H 11.486 13.282 20.601
H 12.323 11.695 20.505
H 11.840 12.573 19.097
C 10.562 17.953 14.976
O 10.351 17.885 16.360
C 10.674 19.074 16.955
C 10.412 18.869 18.507
O 9.141 19.304 18.912
C 8.096 18.753 18.134
H 9.975 18.691 14.460
H 10.545 16.978 14.477
H 11.650 18.246 14.815
H 10.110 20.000 16.736
H 11.729 19.272 16.817
H 11.126 19.538 19.068
H 10.501 17.811 18.779
H 8.020 17.655 18.324
H 8.112 18.895 17.080
H 7.175 19.179 18.568
C 17.170 12.771 13.414
O 18.424 13.433 13.371
C 18.473 14.340 12.251
C 19.786 15.080 12.237
O 19.810 15.834 11.068
C 21.075 16.442 10.829
H 16.300 13.382 13.709
H 17.246 11.960 14.093
H 16.859 12.403 12.440
H 17.630 14.989 12.351
H 18.487 13.694 11.330
H 20.630 14.414 12.378
H 19.822 15.765 13.105
H 20.884 17.214 10.061
H 21.859 15.748 10.465
H 21.462 16.839 11.783
C 16.591 16.698 14.695
O 15.314 17.253 14.278
C 14.335 16.300 14.142
C 13.571 16.085 15.436
O 12.599 15.113 15.255
C 11.986 14.779 16.449
H 17.143 17.497 15.148
H 17.125 16.318 13.787
H 16.516 15.903 15.427
H 14.846 15.375 13.747
H 13.675 16.610 13.353
H 13.121 17.056 15.658
H 14.220 15.831 16.274
H 11.336 15.612 16.737
H 12.694 14.577 17.303
H 11.483 13.823 16.358
C 20.051 19.777 15.172
C 20.752 19.788 13.823
C 19.864 20.120 12.641
C 20.695 20.217 11.349
C 19.908 20.221 10.024
C 19.130 21.473 9.794
H 19.391 18.913 15.300
H 19.456 20.670 15.283
H 20.748 19.735 16.043
H 21.635 20.458 13.944
H 21.165 18.771 13.689
H 19.212 21.008 12.813
H 19.206 19.208 12.577
H 21.234 21.183 11.401
H 21.424 19.424 11.333
H 20.676 20.185 9.247
H 19.259 19.317 9.923
H 19.681 22.411 9.638
H 18.530 21.502 8.843
H 18.529 21.690 10.677
```

Its spin multiplicity is 1. The calculation puts the LUMO energy at 0.5 eV. The value obtained for the molecular weight is 897.3 u. The SMILES is CCCCCC.COCCOC.COCCOC.COCCOC.COCCOC.COCCOC.COCCOC.COCCOC.COCCOC.COCCOC.

=====

> molecular weight of number 2 (C42H104O18)?

897.3 u